Density functional theory data (the ωB97M-V functional and the def2-TZVPD basis) for C35H43FeN3P2S3 as an isolated structure.

Structure (ORCA input):
```
! RIJCOSX wB97M-V def2-TZVPD def2/J DEFGRID3
* xyz -2 5
Fe -0.15375 0.63919 -0.03579
C -0.41746 -1.64256 2.21784
C -0.37828 -2.63994 1.05453
N -0.05417 -1.97534 -0.19424
C -0.32651 -2.66064 -1.43019
C -2.53620 -1.52636 -1.37981
S -2.31568 0.27283 -0.91689
C -3.20853 0.27516 0.66178
C -2.59312 -0.61667 1.74019
N -1.15860 -0.44127 1.87159
H -0.82617 -2.15240 3.10438
H 0.59639 -1.31357 2.45439
H 0.32934 -3.44416 1.31110
H -1.35284 -3.12603 0.93379
H 0.88346 -1.58347 -0.17314
H 0.54402 -2.56913 -2.06882
H -0.47889 -3.73253 -1.22261
H -3.48458 -1.59253 -1.91782
H -2.65836 -2.05691 -0.43858
H -3.14408 1.32096 0.97149
H -4.26517 0.02423 0.51954
H -3.11438 -0.41533 2.68663
H -2.79763 -1.66368 1.50577
H -0.91334 0.31050 2.51790
S 1.37039 0.51994 -2.12083
P 2.56441 0.81287 -0.47374
C 1.95536 0.70200 1.06792
P 1.17102 2.05257 1.77254
S -0.37900 2.98344 0.77625
C 0.61480 1.61751 3.39705
C 1.34329 0.65660 4.19011
C 0.97282 0.36070 5.47780
C -0.13565 0.99548 6.10578
C -0.81194 1.99885 5.35950
C -0.45320 2.31216 4.06989
C 2.40158 3.37998 2.17651
C 3.70997 3.03885 2.52448
C 4.60806 4.00106 2.97165
C 4.22182 5.33099 3.08195
C 2.92182 5.68289 2.73889
C 2.02571 4.71923 2.29050
C 3.55222 2.32643 -0.85397
C 4.91407 2.40944 -0.58136
C 5.60453 3.60872 -0.72772
C 4.92761 4.75063 -1.13022
C 3.56351 4.68089 -1.39139
C 2.88231 3.47862 -1.26406
C 3.85005 -0.52612 -0.66848
C 4.54592 -0.70750 -1.85897
C 5.46734 -1.73818 -1.99727
C 5.68441 -2.61815 -0.94048
C 4.98985 -2.45193 0.24340
C 4.08054 -1.39899 0.38181
H 2.18281 0.14262 3.73281
H 1.54420 -0.38456 6.02610
H -0.42306 0.75638 7.12208
H -1.64075 2.53672 5.81362
H -1.00018 3.07442 3.52728
H 4.01096 2.00149 2.42399
H 5.62264 3.70976 3.22339
H 4.92499 6.08318 3.42227
H 2.60420 6.71819 2.81093
H 1.01688 4.99643 2.00596
H 5.44353 1.53148 -0.22779
H 6.66383 3.65473 -0.50106
H 5.45427 5.69399 -1.21986
H 3.01996 5.57380 -1.67825
H 1.81449 3.42782 -1.44604
H 4.34548 -0.04018 -2.69080
H 6.00676 -1.86159 -2.92948
H 6.39477 -3.43108 -1.04793
H 5.15273 -3.13428 1.07020
H 3.53242 -1.21901 1.30320
C -0.21970 -2.36037 -4.26979
C -1.53116 -1.93130 -3.61305
C -2.65885 -2.79287 -4.20643
C -1.78603 -0.46593 -3.99707
N -1.49827 -2.13264 -2.15315
H -0.34188 -2.28389 -5.35304
H 0.03484 -3.39662 -4.03370
H 0.60757 -1.71348 -3.97183
H -2.71541 -2.66754 -5.29241
H -3.62917 -2.51352 -3.79068
H -2.48066 -3.84781 -3.98200
H -1.73293 -0.35908 -5.08548
H -1.04251 0.19285 -3.54580
H -2.77543 -0.13318 -3.67631
*
```

The value obtained for the gap between HOMO and LUMO (spin up / spin down) is 2.219 / 3.770 eV. As for the energy relative to the best compared isomer or geometry (same formula, charge and spin): 29.4 kcal/mol. As for the expectation value of S²: 6.059.

=====

Density functional theory data (the ωB97M-V functional and the def2-TZVPD basis) for one molecule with the formula C5H8N2 at a distorted geometry.

Structure (ORCA input):
```
! RIJCOSX wB97M-V def2-TZVPD def2/J DEFGRID3
* xyz 0 1
C -1.88596 -0.83632 0.60511
C -1.05687 -0.18252 -0.52824
C 0.34731 0.04256 -0.13569
C 1.48812 -0.63475 -0.55353
N 2.64100 -0.07652 -0.06679
C 2.26616 1.11963 0.37362
N 0.90577 1.14691 0.50757
H -1.39847 -1.71892 1.00298
H -2.15577 -0.07323 1.33154
H -2.83369 -1.14469 0.14469
H -1.61376 0.65966 -0.92620
H -0.99911 -0.84699 -1.40020
H 1.30465 -1.47996 -1.21125
H 2.72282 2.09585 0.32504
H 0.26780 1.92930 0.53136
*
```

The value obtained for the gap between HOMO and LUMO is 9.129 eV. As for the energy relative to the best compared isomer or geometry (same formula, charge and spin): 24.1 kcal/mol. Its SMILES is CCc1cnc[nH]1.

=====

Density functional theory data (the ωB97M-V functional and the def2-TZVPD basis) for C46H58BF4N3O2S2Sn as an isolated structure at a distorted geometry.

Structure (ORCA input):
```
! RIJCOSX wB97M-V def2-TZVPD def2/J DEFGRID3
* xyz 2 1
Sn -1.58689 0.98188 -0.31233
C 0.88296 -5.59832 3.47657
C -0.23605 -5.85204 2.45139
C -1.56759 -6.07627 3.19001
C 0.09704 -7.11628 1.65827
C -0.39251 -4.62686 1.58689
C -0.74116 -3.42229 2.14844
C -0.86088 -2.26688 1.36056
N -1.20561 -1.09466 1.79592
C -1.20911 -0.47827 2.94611
C -0.37257 -0.74411 4.03599
C -0.40793 0.05196 5.15922
C -1.18913 1.25030 5.13265
C -1.98381 1.62690 4.09507
C -2.09051 0.73216 2.95009
O -2.81678 0.92590 1.97621
C -2.76030 2.92696 4.04828
C -4.26082 2.60203 4.14189
C -2.45216 3.66278 2.72873
C -2.38859 3.85050 5.20964
C 0.34742 -0.28944 6.41411
C 1.34674 0.85302 6.69061
C -0.65329 -0.40002 7.57922
C 1.13283 -1.59900 6.31564
C -0.80735 -2.38157 -0.14109
O -1.29704 -1.48898 -0.82265
C -0.26585 -3.62635 -0.67615
C -0.12621 -4.67174 0.18334
C 0.02685 -3.81428 -2.15756
C 0.03280 -2.51413 -2.96571
C 1.40250 -4.47126 -2.34162
C -1.08121 -4.74421 -2.69490
H 0.99289 -6.47202 4.11255
H 0.66360 -4.74195 4.10888
H 1.82583 -5.42109 2.96465
H -1.48815 -6.97849 3.78825
H -2.37813 -6.19972 2.47651
H -1.81047 -5.24931 3.85011
H 0.16271 -7.95484 2.34543
H 1.05891 -7.03448 1.15824
H -0.67894 -7.34639 0.93119
H -0.91899 -3.32881 3.20779
H 0.34403 -1.54191 3.94905
H -1.10859 1.89880 5.98995
H -4.55948 1.90206 3.36543
H -4.84311 3.51316 4.03266
H -4.48746 2.16788 5.11377
H -3.02947 3.26230 1.89431
H -1.39144 3.59606 2.48745
H -2.71080 4.71177 2.84111
H -2.63976 3.40609 6.16903
H -2.95171 4.77581 5.12851
H -1.32987 4.09572 5.18233
H 0.85085 1.79799 6.89094
H 2.01247 0.98138 5.84018
H 1.93796 0.58779 7.56317
H -1.20759 0.52087 7.73564
H -0.11258 -0.62921 8.49296
H -1.36481 -1.20161 7.39120
H 1.90165 -1.54771 5.54835
H 0.47920 -2.44459 6.11628
H 1.62656 -1.78570 7.26545
H 0.21626 -5.61484 -0.20807
H 0.71526 -1.78682 -2.52436
H -0.95995 -2.07743 -3.03221
H 0.37338 -2.73299 -3.97576
H 2.18320 -3.83068 -1.93905
H 1.59832 -4.61739 -3.39988
H 1.47152 -5.44091 -1.86199
H -2.06411 -4.30556 -2.53908
H -1.05679 -5.70982 -2.19776
H -0.94380 -4.90445 -3.76007
S -0.05025 3.14020 -1.22000
C 0.30797 2.98948 -2.85744
N 1.09364 3.87225 -3.45792
C 1.22131 3.87232 -4.90143
C 1.32108 2.44705 -5.41128
N 0.23024 1.65780 -4.87545
C -0.27002 0.62977 -5.76591
C -1.10124 1.25694 -6.86441
C -2.21227 2.02679 -6.53316
C -2.94995 2.64675 -7.52500
C -2.59052 2.49681 -8.85410
C -1.49946 1.71386 -9.18989
C -0.75125 1.10021 -8.19880
C -0.27110 1.89207 -3.67467
S -1.55022 0.95307 -3.08973
C 1.82859 4.89667 -2.73881
C 3.29286 4.52898 -2.67884
C 4.22952 5.21898 -3.43849
C 5.57722 4.93079 -3.31221
C 5.99808 3.93740 -2.44105
C 5.06300 3.21764 -1.71359
C 3.71490 3.50397 -1.83414
H 2.10989 4.43791 -5.18549
H 0.33848 4.36311 -5.33366
H 2.27826 1.99430 -5.12325
H 1.24212 2.44094 -6.50107
H -0.87064 -0.07064 -5.18338
H 0.59060 0.11041 -6.19425
H -2.49938 2.13982 -5.49808
H -3.80729 3.24389 -7.25586
H -3.15784 2.99336 -9.62507
H -1.22390 1.58083 -10.22381
H 0.10162 0.49399 -8.46753
H 1.42270 4.97229 -1.72886
H 1.69197 5.85300 -3.24722
H 3.91249 6.00421 -4.10913
H 6.29811 5.49027 -3.88719
H 7.05033 3.72867 -2.33103
H 5.37685 2.43838 -1.03830
H 2.99937 2.94613 -1.24962
F 2.45610 1.44867 0.79320
B 1.39028 0.68205 1.05062
F 0.30961 1.47007 1.54977
F 1.59040 -0.35690 1.89470
F 0.87335 0.15906 -0.19517
*
```

The value obtained for the gap between HOMO and LUMO is 4.927 eV.

=====

Density functional theory data (the ωB97M-V functional and the def2-TZVPD basis) for C25H46NO22S as an isolated structure at a distorted geometry.

Structure (ORCA input):
```
! RIJCOSX wB97M-V def2-TZVPD def2/J DEFGRID3
* xyz -1 1
O -4.15123 -2.87755 1.73868
N -4.08900 -1.71035 1.69843
O -3.21482 -1.24602 0.69638
C -1.82995 -1.58016 0.96678
C -1.42526 -1.34811 2.43454
C 0.06526 -1.06677 2.60971
O 0.30685 0.28452 2.13872
S 0.36768 0.17693 0.53497
O 1.66553 -0.31711 0.18257
O 0.19773 1.50283 0.01183
C -0.99796 -0.82633 -0.10399
C -0.37884 -1.91695 -1.04247
O -0.64334 -1.89241 -2.25878
O 0.31843 -2.77923 -0.48139
H -1.68170 -2.64225 0.77557
H -1.59217 -2.29737 2.95860
H -2.04102 -0.61307 2.95602
H 0.65029 -1.80853 2.05530
H 0.31608 -1.09219 3.66697
H -1.62213 -0.14653 -0.67777
C -7.16412 1.19131 6.73282
C -7.78777 -0.15724 6.43763
O -8.49356 -0.15616 5.19079
C -7.72359 -0.19437 4.10037
O -6.52438 -0.23719 4.07975
O -8.51647 -0.15634 3.03010
C -7.80592 -0.09116 1.78861
H -7.92019 1.97729 6.69350
H -6.70367 1.19059 7.72119
H -6.39915 1.44057 5.99882
H -8.52905 -0.39206 7.20015
H -7.04428 -0.95463 6.44900
H -7.08824 -0.90409 1.70332
H -7.30141 0.86933 1.69548
H -8.54154 -0.18296 0.99418
C -0.24330 -4.43411 -3.65680
C 0.55683 -5.70389 -3.85313
O -0.01630 -6.82433 -3.14453
C -1.09656 -7.36011 -3.68489
O -1.63700 -7.02525 -4.70695
O -1.51008 -8.35716 -2.88570
C -2.72947 -8.96136 -3.30289
H -0.36344 -4.21701 -2.59878
H 0.25357 -3.59017 -4.12990
H -1.24200 -4.52714 -4.08502
H 1.55450 -5.56930 -3.43869
H 0.67360 -5.95411 -4.90972
H -2.66767 -9.30311 -4.33481
H -3.55579 -8.26060 -3.18611
H -2.90008 -9.81896 -2.65623
C -3.92516 5.69203 4.14003
C -3.99876 4.28738 3.57629
O -3.43334 4.20991 2.26559
C -2.09573 4.23381 2.21546
O -1.35799 4.30461 3.16402
O -1.73203 4.17930 0.94241
C -0.31974 4.28779 0.72383
H -4.38909 6.40254 3.45365
H -4.43454 5.74432 5.10329
H -2.89178 6.00547 4.28114
H -5.04153 3.99062 3.47006
H -3.51983 3.56391 4.23690
H 0.22377 3.54510 1.29622
H 0.01991 5.29401 0.97617
H -0.14165 4.10953 -0.33113
C 3.03860 1.68955 -1.66955
C 3.52500 1.77885 -3.09935
O 3.22683 3.06195 -3.69558
C 3.99034 4.06911 -3.31246
O 4.90584 4.02292 -2.53035
O 3.56219 5.17786 -3.93228
C 4.23989 6.36414 -3.52909
H 1.97789 1.92467 -1.60923
H 3.19926 0.69486 -1.26329
H 3.56230 2.40680 -1.03528
H 3.00512 1.04026 -3.70619
H 4.59324 1.56971 -3.17953
H 5.31766 6.26006 -3.64165
H 3.98941 6.60804 -2.49695
H 3.89310 7.16668 -4.17543
C 9.99160 -1.81493 -3.14167
C 8.84563 -2.00869 -2.16980
O 8.69010 -0.88237 -1.29891
C 8.12949 0.19538 -1.85205
O 7.74785 0.28902 -2.98890
O 8.07815 1.15300 -0.93088
C 7.58053 2.40537 -1.41750
H 10.91307 -1.58585 -2.60341
H 10.14280 -2.71569 -3.73740
H 9.79727 -0.98464 -3.81911
H 9.05466 -2.85944 -1.52318
H 7.90946 -2.21603 -2.68827
H 6.61047 2.28861 -1.89166
H 8.29389 2.84436 -2.11468
H 7.47199 3.06646 -0.56255
*
```

The value obtained for the gap between HOMO and LUMO is 7.488 eV.